# 1
{
  "formula": "C7H18NOSi",
  "method": "ωB97M-V/def2-TZVPD",
  "species": ["C", "Si", "C", "C", "N", "C", "C", "C", "C", "O", "H", "H", "H", "H", "H", "H", "H", "H", "H", "H", "H", "H", "H", "H", "H", "H", "H", "H"],
  "coordinates": [[3.17, 0.75, -0.04], [1.83, -0.32, 0.59], [1.33, -1.81, -0.45], [0.29, 0.90, 0.22], [0.16, 1.87, 1.09], [-0.38, 0.96, -1.10], [-1.53, 0.08, -1.15], [-2.65, 0.47, -0.13], [-2.43, -0.45, 1.07], [-1.11, -0.80, 1.38], [3.09, 1.83, 0.25], [4.16, 0.44, 0.09], [3.03, 0.74, -1.13], [1.46, -0.56, 2.11], [0.28, -2.02, -0.36], [1.60, -1.70, -1.60], [1.78, -2.90, -0.24], [0.66, 1.89, 1.94], [-0.68, 2.55, 1.19], [0.36, 0.64, -1.89], [-0.60, 2.00, -1.25], [-1.29, -0.94, -0.82], [-1.98, 0.04, -2.08], [-2.75, 1.54, 0.20], [-3.65, 0.18, -0.55], [-2.92, -0.09, 2.01], [-2.95, -1.44, 0.82], [-0.93, -1.74, 1.55]],
  "homo_energy_ev": -14.05,
  "smiles": "C[SiH](C)C(=[NH2+])CCCCO",
  "energy_ev": -18958.4748,
  "charge": 1,
  "homo_lumo_gap_ev": 10.4
}

# 2
{
  "formula": "C16H14N8O5",
  "method": "ωB97M-V/def2-TZVPD",
  "species": ["C", "O", "C", "C", "C", "C", "N", "C", "N", "C", "C", "C", "C", "C", "H", "H", "H", "H", "H", "H", "H", "H", "H", "H", "H", "H", "O", "N", "O", "C", "C", "C", "N", "O", "O", "C", "N", "N", "N", "N", "C", "H", "H"],
  "coordinates": [[5.84, -2.06, 1.16], [5.04, -0.95, 1.58], [3.69, -1.18, 1.59], [2.86, -0.13, 2.00], [1.48, -0.27, 2.05], [0.87, -1.47, 1.69], [-0.54, -1.61, 1.70], [-1.46, -0.72, 1.18], [-2.69, -1.25, 1.35], [-3.94, -0.64, 0.92], [-2.57, -2.50, 2.01], [-1.27, -2.71, 2.23], [1.68, -2.52, 1.28], [3.07, -2.38, 1.22], [6.89, -1.76, 1.20], [5.67, -2.90, 1.83], [5.58, -2.32, 0.13], [3.32, 0.80, 2.28], [0.85, 0.55, 2.36], [-3.75, 0.29, 0.38], [-4.49, -1.32, 0.25], [-4.58, -0.42, 1.78], [-3.39, -3.13, 2.28], [-0.81, -3.55, 2.72], [1.22, -3.45, 0.99], [3.67, -3.21, 0.90], [-3.42, 5.05, -3.25], [-2.90, 4.01, -3.70], [-3.10, 3.63, -4.89], [-2.05, 3.20, -2.87], [-1.47, 2.06, -3.37], [-0.65, 1.25, -2.59], [-0.07, 0.06, -3.15], [0.08, -0.01, -4.39], [0.27, -0.88, -2.38], [-0.37, 1.55, -1.26], [-0.91, 2.65, -0.78], [-0.78, 3.19, 0.52], [-1.55, 4.28, 0.40], [-2.16, 4.55, -0.76], [-1.77, 3.52, -1.54], [-1.67, 1.80, -4.39], [0.25, 0.90, -0.67]],
  "homo_energy_ev": -8.62,
  "energy_ev": -38967.4327,
  "homo_lumo_gap_ev": 6.8
}

# 3
{
  "formula": "C4H8O2",
  "method": "ωB97M-V/def2-TZVPD",
  "species": ["C", "C", "O", "C", "C", "O", "H", "H", "H", "H", "H", "H", "H", "H"],
  "coordinates": [[1.69, -0.32, 0.57], [0.43, 0.50, 0.38], [0.77, 1.79, 0.02], [-1.20, -1.43, -0.14], [-1.74, -0.15, -0.65], [-0.28, -0.14, -0.73], [2.22, -0.39, -0.38], [2.33, 0.16, 1.31], [1.40, -1.32, 0.91], [-0.23, 0.45, 1.24], [-0.02, 2.35, 0.07], [-1.09, -2.09, -1.02], [-2.13, 0.58, 0.07], [-2.15, 0.00, -1.65]],
  "homo_energy_ev": -8.26,
  "energy_ev": -8368.2996,
  "homo_lumo_gap_ev": 8.9
}

# 4
{
  "formula": "C9H14O",
  "method": "ωB97M-V/def2-TZVPD",
  "species": ["C", "C", "C", "C", "C", "O", "C", "C", "H", "H", "H", "H", "H", "H", "H", "H", "C", "C", "H", "H", "H", "H", "H", "H"],
  "coordinates": [[0.23, 1.83, 2.10], [-0.15, 0.46, 1.65], [-1.08, 0.21, 0.67], [-1.23, -1.08, 0.12], [-0.46, -2.11, 0.60], [-0.67, -3.41, 0.21], [0.48, -1.89, 1.60], [0.59, -0.63, 2.15], [-0.53, 2.57, 1.85], [1.15, 2.17, 1.63], [0.33, 1.88, 3.19], [-1.67, 1.02, 0.27], [-2.08, -1.18, -0.52], [-0.49, -3.56, -0.73], [0.90, -2.75, 2.08], [1.25, -0.42, 2.98], [0.37, 1.58, -2.19], [0.52, 0.15, -2.71], [-0.25, 1.61, -1.31], [1.35, 2.07, -2.14], [-0.15, 2.14, -2.97], [1.06, 0.15, -3.66], [-0.47, -0.29, -2.86], [0.99, -0.53, -2.01]],
  "homo_energy_ev": -8.72,
  "smiles": "Cc1ccc(O)cc1.CC",
  "energy_ev": -11607.1534,
  "homo_lumo_gap_ev": 9.6
}